[1]
Computed, not measured: an isolated molecule of C13H9NO2S2, with the ωB97M-V functional and the def2-TZVPD basis.

Calculated values
LUMO: -0.73 eV
Structure (SMILES): CSc1sccc1/C=C(/C#N)C(=O)c1ccco1
Gap between HOMO and LUMO: 8.207 eV
Charge: 0
Highest occupied orbital energy: -8.94 eV

Positions of all 27 atoms, in Å:
C: -1.863 -0.148 -2.667
S: -1.247 1.548 -2.949
C: -0.630 1.938 -1.353
S: -1.354 3.204 -0.424
C: -0.239 2.934 0.859
C: 0.615 1.918 0.600
C: 0.409 1.327 -0.680
C: 1.187 0.268 -1.266
C: 1.901 -0.653 -0.589
C: 2.672 -1.608 -1.281
N: 3.275 -2.407 -1.842
C: 1.945 -0.759 0.910
O: 2.965 -0.642 1.547
C: 0.637 -1.039 1.504
C: -0.561 -1.413 0.932
C: -1.471 -1.567 1.992
C: -0.768 -1.278 3.130
O: 0.492 -0.967 2.846
H: -2.528 -0.146 -1.810
H: -2.411 -0.415 -3.565
H: -1.033 -0.832 -2.520
H: -0.280 3.558 1.729
H: 1.407 1.629 1.267
H: 1.197 0.243 -2.350
H: -0.753 -1.574 -0.109
H: -2.500 -1.854 1.926
H: -1.061 -1.264 4.161

[2]
Computed, not measured: a structure of composition C18H45CuN3O10S at a distorted geometry, with the ωB97M-V functional and the def2-TZVPD basis.

Calculated values
LUMO (spin up / spin down): 0.52 / -1.85 eV
⟨S²⟩: 0.759
Gap between HOMO and LUMO (spin up / spin down): 8.333 / 5.950 eV
2S+1: 2
Charge: 0
Highest occupied orbital energy (spin up / spin down): -7.81 / -7.80 eV

Positions of all 78 atoms, in Å:
Cu: -1.205 17.326 14.100
S: -2.288 14.421 12.517
O: -2.469 15.728 13.091
O: -2.734 14.401 11.127
O: -0.934 13.890 12.684
O: -3.320 13.537 13.049
C: -3.116 19.489 11.831
O: -2.670 19.102 13.091
C: -2.870 20.116 14.020
C: -2.936 19.397 15.399
N: -1.671 18.889 15.840
C: -1.731 18.171 17.119
C: -2.526 16.842 17.016
O: -1.641 16.041 16.309
C: -2.152 14.745 16.035
H: -4.198 19.551 11.717
H: -2.883 18.680 11.138
H: -2.699 20.456 11.551
H: -3.796 20.683 13.927
H: -2.057 20.842 14.056
H: -3.643 18.570 15.331
H: -3.282 20.128 16.130
H: -1.037 19.666 15.959
H: -2.298 18.818 17.788
H: -0.706 18.164 17.489
H: -3.406 16.915 16.377
H: -2.805 16.468 18.001
H: -2.295 14.183 16.957
H: -1.531 14.192 15.330
H: -3.129 14.905 15.577
C: 2.647 17.408 17.505
O: 2.545 18.755 17.002
C: 1.918 18.802 15.724
C: 1.705 20.231 15.309
N: 0.652 20.845 16.161
C: 0.503 22.259 15.882
C: -0.673 22.911 16.592
O: -1.933 22.396 16.212
C: -3.016 22.817 16.973
H: 2.927 17.494 18.555
H: 3.335 16.809 16.909
H: 1.667 16.931 17.500
H: 0.939 18.337 15.617
H: 2.530 18.255 15.007
H: 1.459 20.271 14.248
H: 2.584 20.867 15.408
H: 0.792 20.807 17.161
H: 0.403 22.358 14.801
H: 1.389 22.829 16.162
H: -0.747 23.950 16.271
H: -0.480 22.937 17.665
H: -3.977 22.330 16.801
H: -3.230 23.874 16.819
H: -2.788 22.699 18.032
C: 0.152 19.669 12.102
O: 0.523 18.493 12.729
C: 0.779 17.396 11.897
C: 1.501 16.342 12.766
N: 0.628 15.692 13.717
C: 1.418 15.053 14.826
C: 2.508 14.087 14.249
O: 3.643 14.798 13.743
C: 4.729 14.008 13.430
H: -0.548 19.480 11.287
H: 1.006 20.207 11.689
H: -0.282 20.399 12.785
H: 1.372 17.609 11.008
H: -0.134 16.947 11.505
H: 2.290 16.886 13.286
H: 1.972 15.585 12.139
H: 0.144 14.946 13.238
H: 0.760 14.443 15.444
H: 1.816 15.774 15.540
H: 2.072 13.409 13.515
H: 2.868 13.523 15.109
H: 4.425 13.086 12.936
H: 5.311 13.754 14.316
H: 5.389 14.630 12.825

[3]
Computed, not measured: a cluster of 3 separate species, C19H44BFN2O4 in total at a distorted geometry, with the ωB97M-V functional and the def2-TZVPD basis.

Calculated values
LUMO: 0.26 eV
Structure (SMILES): C[C@@H](CO[C@H](CC(=O)F)B(N)O)OCN.CCCCCC.CCCCCC
Gap between HOMO and LUMO: 9.961 eV
Charge: 0
Highest occupied orbital energy: -9.70 eV

Positions of all 71 atoms, in Å:
C: 2.601 -1.974 4.381
C: 2.669 -1.118 2.993
C: 1.335 -0.177 3.030
O: 0.126 -0.940 3.232
C: -0.979 -0.474 2.416
C: -0.752 -0.733 0.816
C: -1.170 -2.269 0.490
O: -1.005 -3.149 1.357
F: -1.751 -2.658 -0.778
B: -1.479 1.050 2.748
N: -0.878 2.317 2.231
O: -2.665 1.191 3.600
O: 3.898 -0.357 3.069
C: 4.346 0.109 1.773
N: 3.708 1.434 1.421
H: 2.530 -1.179 5.219
H: 1.735 -2.718 4.393
H: 3.626 -2.484 4.542
H: 2.621 -1.855 2.114
H: 1.360 0.467 2.088
H: 1.460 0.517 3.947
H: -1.875 -1.159 2.685
H: -1.355 0.013 0.187
H: 0.343 -0.623 0.501
H: -1.364 2.553 1.352
H: 0.131 2.243 2.041
H: -2.418 1.080 4.543
H: 4.274 -0.661 0.932
H: 5.474 0.347 1.889
H: 2.917 1.237 0.793
H: 3.391 1.807 2.329
C: -5.986 4.465 -3.360
C: -6.393 4.058 -1.950
C: -5.450 4.592 -0.871
C: -4.007 4.086 -0.957
C: -3.845 2.565 -0.909
C: -4.334 1.949 0.395
H: -5.008 4.060 -3.631
H: -6.712 4.088 -4.085
H: -5.948 5.553 -3.455
H: -6.469 2.968 -1.889
H: -7.399 4.446 -1.754
H: -5.865 4.344 0.112
H: -5.435 5.687 -0.922
H: -3.435 4.530 -0.133
H: -3.544 4.459 -1.877
H: -2.782 2.327 -1.030
H: -4.362 2.098 -1.753
H: -3.797 2.371 1.250
H: -4.162 0.869 0.388
H: -5.403 2.113 0.544
C: 5.544 -3.340 -3.614
C: 4.149 -3.945 -3.548
C: 3.045 -2.899 -3.384
C: 3.111 -2.076 -2.095
C: 3.081 -2.890 -0.800
C: 1.796 -3.685 -0.618
H: 5.802 -2.815 -2.691
H: 6.288 -4.126 -3.767
H: 5.624 -2.635 -4.447
H: 4.104 -4.679 -2.738
H: 3.966 -4.499 -4.475
H: 2.073 -3.401 -3.447
H: 3.080 -2.209 -4.236
H: 2.270 -1.371 -2.091
H: 4.017 -1.460 -2.101
H: 3.185 -2.200 0.045
H: 3.941 -3.565 -0.751
H: 0.926 -3.023 -0.617
H: 1.815 -4.218 0.337
H: 1.665 -4.428 -1.408

[4]
Computed, not measured: a structure of composition C28H34BBr2N6O4SSr at a distorted geometry, with the ωB97M-V functional and the def2-TZVPD basis.

Calculated values
LUMO: 1.72 eV
Gap between HOMO and LUMO: 5.627 eV
Charge: -1
Highest occupied orbital energy: -3.91 eV

Positions of all 77 atoms, in Å:
Sr: 0.553 -2.105 -0.073
O: -3.134 -2.770 1.404
C: -2.947 -1.726 0.773
N: -2.172 -0.594 1.139
C: -2.129 -0.235 2.498
C: -3.225 0.330 3.093
C: -3.299 0.811 4.383
C: -2.130 0.662 5.160
C: -1.029 0.036 4.603
C: -0.950 -0.475 3.241
N: 0.189 -1.159 2.750
C: 1.196 -1.501 3.585
O: 1.291 -1.208 4.753
C: 2.444 -2.155 3.103
C: 3.758 -1.793 3.502
C: 4.845 -2.456 2.901
C: 4.630 -3.610 2.186
C: 3.302 -3.997 2.036
N: 2.224 -3.283 2.373
C: -3.474 -1.440 -0.587
C: -4.428 -2.082 -1.284
C: -4.894 -1.551 -2.479
C: -4.276 -0.437 -2.995
C: -3.360 0.216 -2.202
N: -2.931 -0.330 -1.055
H: -4.103 0.433 2.451
H: -4.183 1.233 4.867
H: -1.998 0.987 6.201
H: -0.150 -0.115 5.196
H: 3.859 -0.917 4.069
H: 5.854 -2.064 3.158
H: 5.441 -4.178 1.712
H: 3.103 -4.971 1.615
H: -4.871 -3.036 -0.893
H: -5.687 -2.009 -3.075
H: -4.674 0.090 -3.853
H: -2.785 1.060 -2.480
Br: -0.736 -2.151 -3.005
C: 2.370 -4.008 -1.133
Br: 0.999 -5.508 -1.220
H: 3.182 -4.409 -0.500
H: 2.732 -3.908 -2.139
C: 3.505 2.298 -3.859
N: 3.132 1.514 -2.645
C: 2.852 0.177 -2.485
S: 3.186 -0.554 -0.982
N: 2.307 -0.560 -3.402
C: 1.773 -0.142 -4.647
H: 4.320 1.855 -4.496
H: 3.818 3.258 -3.485
H: 2.637 2.405 -4.538
H: 3.441 1.977 -1.801
H: 1.913 -1.388 -2.946
H: 2.628 0.104 -5.281
H: 1.036 0.657 -4.413
H: 1.131 -0.930 -5.053
C: -0.120 2.303 -2.012
C: -0.232 1.930 -0.514
C: 1.088 2.363 0.150
O: -0.639 0.540 -0.353
B: -1.984 0.393 0.014
O: -2.497 1.678 0.283
C: -1.493 2.669 0.132
C: -1.242 3.197 1.594
C: -2.223 3.778 -0.604
H: 0.718 1.687 -2.391
H: -0.007 3.381 -1.996
H: -1.012 2.134 -2.589
H: 1.883 1.880 -0.405
H: 1.351 2.051 1.179
H: 1.168 3.454 0.123
H: -0.719 2.451 2.214
H: -2.235 3.343 2.039
H: -0.644 4.136 1.641
H: -2.272 3.630 -1.675
H: -1.797 4.794 -0.459
H: -3.183 3.863 -0.120

[5]
Computed, not measured: a structure of composition C55H45BrCoF15GeNO5PS2 at a distorted geometry, with the ωB97M-V functional and the def2-TZVPD basis.

Calculated values
LUMO (spin up / spin down): -0.06 / -3.63 eV
⟨S²⟩: 6.040
Gap between HOMO and LUMO (spin up / spin down): 8.086 / 4.884 eV
2S+1: 5
Charge: 0
Highest occupied orbital energy (spin up / spin down): -8.15 / -8.52 eV

Positions of all 127 atoms, in Å:
Co: 0.803 0.591 -1.117
C: 6.114 1.997 4.533
C: 6.101 0.729 3.665
C: 6.156 -0.510 4.573
C: 7.351 0.738 2.781
C: 4.820 0.678 2.851
C: 4.808 0.586 1.466
C: 3.606 0.507 0.799
Br: 3.575 0.357 -1.123
C: 2.344 0.536 1.431
O: 1.254 0.467 0.741
C: 2.365 0.637 2.861
C: 3.584 0.699 3.502
C: 1.055 0.700 3.630
C: 0.334 1.996 3.236
C: 0.198 -0.517 3.260
C: 1.257 0.693 5.149
H: 7.044 2.042 5.095
H: 5.290 2.009 5.241
H: 6.046 2.885 3.909
H: 7.078 -0.500 5.150
H: 6.133 -1.417 3.975
H: 5.319 -0.535 5.266
H: 8.234 0.800 3.412
H: 7.354 1.598 2.115
H: 7.421 -0.176 2.196
H: 5.716 0.582 0.891
H: 3.594 0.774 4.575
H: 0.183 2.029 2.160
H: 0.923 2.862 3.531
H: -0.631 2.053 3.735
H: -0.053 -0.508 2.204
H: -0.721 -0.522 3.840
H: 0.751 -1.424 3.479
H: 1.799 1.570 5.489
H: 1.781 -0.203 5.470
H: 0.288 0.700 5.639
C: -6.006 2.586 1.467
C: -5.315 3.558 0.563
C: -4.365 4.444 1.060
C: -3.671 5.289 0.207
C: -3.947 5.261 -1.144
C: -4.918 4.422 -1.658
C: -5.593 3.568 -0.803
S: -2.978 6.262 -2.266
O: -3.777 6.534 -3.425
O: -2.384 7.354 -1.551
N: -1.762 5.170 -2.660
C: -0.383 5.626 -2.674
C: 0.568 4.579 -2.087
C: 0.469 3.205 -2.789
O: -0.028 3.114 -3.890
O: 0.961 2.244 -2.095
H: -5.747 2.771 2.505
H: -5.718 1.563 1.222
H: -7.084 2.664 1.348
H: -4.157 4.461 2.119
H: -2.910 5.966 0.564
H: -5.138 4.451 -2.713
H: -6.346 2.903 -1.197
H: -2.004 4.651 -3.491
H: -0.350 6.528 -2.057
H: -0.066 5.875 -3.692
H: 0.378 4.430 -1.025
H: 1.597 4.924 -2.203
F: 2.608 -2.964 -3.940
C: 3.344 -3.737 -3.135
C: 2.749 -4.192 -1.971
C: 3.481 -5.047 -1.170
F: 2.913 -5.539 -0.058
C: 4.777 -5.430 -1.495
F: 5.460 -6.266 -0.708
C: 5.361 -4.937 -2.658
F: 6.607 -5.284 -2.973
C: 4.639 -4.086 -3.494
F: 5.195 -3.633 -4.616
Ge: 0.873 -3.576 -1.596
S: 0.431 -1.505 -2.081
C: -0.321 -4.477 -2.918
C: 0.074 -5.166 -4.046
F: 1.360 -5.523 -4.166
C: -0.827 -5.509 -5.049
F: -0.416 -6.148 -6.145
C: -2.169 -5.166 -4.912
F: -3.036 -5.459 -5.879
C: -2.600 -4.508 -3.763
F: -3.887 -4.189 -3.610
C: -1.666 -4.177 -2.797
F: -2.049 -3.548 -1.675
C: 0.396 -4.269 0.229
C: 1.070 -3.736 1.312
F: 1.993 -2.797 1.050
C: 0.853 -4.177 2.609
F: 1.541 -3.678 3.640
C: -0.098 -5.169 2.834
F: -0.333 -5.600 4.072
C: -0.798 -5.715 1.763
F: -1.708 -6.667 1.976
C: -0.525 -5.268 0.475
F: -1.149 -5.849 -0.555
C: -1.933 2.683 -0.593
P: -1.569 0.927 -0.977
C: -2.440 0.753 -2.566
C: -3.831 0.732 -2.607
C: -4.481 0.706 -3.826
C: -3.756 0.745 -5.009
C: -2.372 0.775 -4.971
C: -1.715 0.752 -3.753
C: -2.622 0.081 0.240
C: -3.244 -1.128 -0.057
C: -3.952 -1.803 0.921
C: -4.050 -1.281 2.201
C: -3.440 -0.073 2.497
C: -2.725 0.602 1.526
H: -2.998 2.803 -0.412
H: -1.654 3.303 -1.441
H: -1.372 3.012 0.279
H: -4.395 0.728 -1.684
H: -5.559 0.666 -3.862
H: -4.270 0.741 -5.960
H: -1.805 0.835 -5.888
H: -0.635 0.753 -3.719
H: -3.174 -1.525 -1.057
H: -4.416 -2.751 0.694
H: -4.600 -1.810 2.967
H: -3.511 0.330 3.497
H: -2.234 1.529 1.767

[6]
Computed, not measured: an isolated molecule of C18H20N2O2, with the ωB97M-V functional and the def2-TZVPD basis.

Calculated values
LUMO: 0.67 eV
Structure (SMILES): OCCCc1nc2ccccc2n1CCOc1ccccc1
Gap between HOMO and LUMO: 9.145 eV
Charge: 0
Highest occupied orbital energy: -8.48 eV

Positions of all 42 atoms, in Å:
O: -0.357 0.213 -3.933
C: 0.571 -0.837 -3.975
C: 1.046 -1.312 -2.600
C: 1.544 -0.166 -1.713
C: 0.432 0.472 -0.955
N: -0.834 0.261 -1.182
C: -1.521 1.034 -0.282
C: -2.887 1.180 -0.075
C: -3.292 2.035 0.929
C: -2.373 2.738 1.708
C: -1.011 2.608 1.516
C: -0.598 1.745 0.515
N: 0.646 1.371 0.059
C: 1.898 1.729 0.664
C: 2.182 0.887 1.927
O: 2.209 -0.491 1.644
C: 1.034 -1.202 1.556
C: 1.120 -2.404 0.856
C: 0.006 -3.201 0.695
C: -1.211 -2.815 1.233
C: -1.291 -1.640 1.955
C: -0.178 -0.836 2.128
H: -0.876 0.123 -3.115
H: 0.142 -1.699 -4.513
H: 1.424 -0.469 -4.560
H: 1.851 -2.033 -2.752
H: 0.225 -1.815 -2.086
H: 2.281 -0.546 -1.002
H: 2.032 0.592 -2.335
H: -3.594 0.638 -0.681
H: -4.346 2.169 1.120
H: -2.736 3.399 2.482
H: -0.306 3.157 2.124
H: 1.874 2.786 0.943
H: 2.698 1.573 -0.062
H: 1.456 1.126 2.710
H: 3.183 1.129 2.295
H: 2.074 -2.691 0.441
H: 0.087 -4.123 0.139
H: -2.088 -3.429 1.093
H: -2.231 -1.330 2.388
H: -0.284 0.071 2.702

[7]
Computed, not measured: the ion C3H8NO with charge +1 at a distorted geometry, with the ωB97M-V functional and the def2-TZVPD basis.

Calculated values
LUMO: -3.92 eV
Structure (SMILES): [NH3+]/C=C/CO
Gap between HOMO and LUMO: 10.692 eV
Charge: +1
Highest occupied orbital energy: -14.62 eV

Positions of all 13 atoms, in Å:
N: -2.093 0.370 -0.023
C: -0.912 -0.590 0.158
C: 0.300 -0.027 0.182
C: 1.866 -0.300 0.287
O: 2.527 0.413 -0.680
H: -2.843 -0.166 -0.528
H: -1.665 1.139 -0.464
H: -2.393 0.658 0.981
H: -1.306 -1.571 0.191
H: 0.308 1.001 0.019
H: 1.879 -1.299 0.145
H: 2.112 0.057 1.275
H: 2.221 0.315 -1.542

[8]
Computed, not measured: an isolated molecule of CH3NO2, with the ωB97M-V functional and the def2-TZVPD basis.

Calculated values
LUMO: 0.27 eV
Structure (SMILES): C[N+](=O)[O-]
Gap between HOMO and LUMO: 11.554 eV
Charge: 0
Highest occupied orbital energy: -11.29 eV

Positions of all 7 atoms, in Å:
C: 0.617 -0.117 -0.186
N: -0.777 0.141 0.251
O: -1.430 0.869 -0.484
O: -1.147 -0.344 1.299
H: 1.154 -0.467 0.675
H: 1.020 0.798 -0.594
H: 0.563 -0.879 -0.961

[9]
Computed, not measured: a structure of composition C4H6NO at a distorted geometry, with the ωB97M-V functional and the def2-TZVPD basis.

Calculated values
LUMO: -4.87 eV
Gap between HOMO and LUMO: 10.772 eV
Charge: +1
Highest occupied orbital energy: -15.64 eV

Positions of all 12 atoms, in Å:
C: -0.211 -1.377 0.156
C: -2.099 0.668 0.524
C: -1.047 -0.200 0.094
C: 2.128 0.334 -0.453
N: 0.429 -0.307 -0.077
O: -1.930 0.254 -0.830
H: 0.098 -2.357 0.031
H: -2.709 0.195 1.257
H: -1.818 1.661 0.574
H: 2.800 -0.433 -0.876
H: 2.188 0.351 0.598
H: 2.171 1.211 -0.998

[10]
Computed, not measured: a structure of composition H10O17S3Zn at a distorted geometry, with the ωB97M-V functional and the def2-TZVPD basis.

Calculated values
LUMO: 8.65 eV
Gap between HOMO and LUMO: 4.727 eV
Charge: -4
Highest occupied orbital energy: 3.92 eV

Positions of all 31 atoms, in Å:
Zn: -0.121 -0.105 -0.458
S: -0.421 -1.649 2.588
O: 0.015 -0.839 3.751
O: -0.025 -0.859 1.352
O: 0.238 -2.966 2.616
O: -1.902 -1.834 2.589
S: 0.431 3.136 0.653
O: -0.536 3.603 1.663
O: 1.761 2.906 1.241
O: -0.077 1.834 0.033
O: 0.537 4.089 -0.489
S: -0.072 -3.318 -1.835
O: 0.099 -1.903 -1.331
O: -1.370 -3.393 -2.571
O: 1.062 -3.568 -2.795
O: -0.017 -4.310 -0.756
O: 2.238 0.305 -0.674
H: 2.303 1.238 -0.408
H: 2.391 -0.184 0.158
O: 2.741 -0.631 2.246
H: 3.157 -1.494 2.316
H: 1.777 -0.866 2.234
O: -2.256 2.671 -1.366
H: -2.749 3.246 -0.774
H: -1.426 2.473 -0.839
O: -2.196 -0.141 -0.417
H: -2.794 -0.680 0.115
H: -2.593 0.742 -0.481
O: -0.133 0.675 -2.445
H: -0.654 1.362 -2.873
H: 0.592 0.461 -3.040

| no. | DFT total energy (a.u.) |
| --- | --- |
| 1 | -1502.3392 |
| 2 | -3667.9683 |
| 3 | -1285.4951 |
| 4 | -7318.9340 |
| 5 | -11223.2273 |
| 6 | -957.9188 |
| 7 | -248.7620 |
| 8 | -245.0382 |
| 9 | -285.5311 |
| 10 | -4258.8603 |